(1)
{"formula": "C2H8N5", "method": "ωB97M-V/def2-TZVPD", "symbols": ["N", "N", "N", "N", "N", "C", "C", "H", "H", "H", "H", "H", "H", "H", "H"], "positions_angstrom": [[1.065, -2.098, -0.040], [-0.504, -0.581, 0.559], [-0.093, -1.751, 0.577], [-1.811, -0.506, -0.461], [1.557, -1.152, -0.572], [1.117, 0.102, -0.516], [1.701, 0.987, 0.480], [-2.677, -0.946, -0.138], [-0.630, -2.621, 0.866], [-1.426, -0.706, -1.322], [2.012, 0.289, 1.369], [2.544, 1.435, 0.071], [0.941, 0.447, -1.600], [0.973, 1.740, 0.782], [-2.018, 0.449, -0.287]], "forces_ev_per_angstrom": [[0.5876, -2.0436, -0.0959], [-1.3955, 3.8279, 0.2373], [-0.9762, -5.3535, 1.7935], [-0.8427, 0.7303, 2.5831], [2.2665, 0.6045, -1.7115], [-1.3100, -0.4262, -1.6952], [-0.7110, -1.7721, 2.7989], [0.5405, -0.9102, -0.4056], [0.8692, 1.7672, -0.1139], [-0.0169, -0.5725, -2.6204], [-0.5343, 1.7177, -1.3738], [1.6604, 0.9687, -0.6033], [-0.2899, 0.0683, 1.7076], [0.1470, 0.0037, 0.1249], [0.0054, 1.3899, -0.6257]], "e_above_lowest_kcal_mol": 146.2, "charge": 1, "homo_lumo_gap_ev": 9.763, "fmax_ha_per_bohr": 0.1114, "total_energy_ev": -9641.6411}

(2)
{"formula": "FH3OP2", "method": "ωB97M-V/def2-TZVPD", "symbols": ["P", "P", "F", "O", "H", "H", "H"], "positions_angstrom": [[-0.364, -0.723, -0.094], [1.296, 0.724, -0.067], [2.476, -0.184, 0.555], [-1.483, 0.507, -0.199], [-2.316, 0.083, -0.685], [-0.334, -1.182, -1.459], [0.725, 0.776, 1.949]], "forces_ev_per_angstrom": [[-0.0495, -1.0039, 0.2882], [-0.4585, 0.1040, 3.9693], [0.2459, -0.2407, -0.8585], [-2.7904, -1.4819, -1.8228], [2.5169, 1.6242, 1.6162], [0.1440, 0.4495, 0.0021], [0.3916, 0.5488, -3.1944]], "e_above_lowest_kcal_mol": 65.8, "charge": 0, "homo_lumo_gap_ev": 7.949, "fmax_ha_per_bohr": 0.0777, "total_energy_ev": -23388.9108}

(3)
{"formula": "C28H68FN4O4PSi", "method": "ωB97M-V/def2-TZVPD", "symbols": ["P", "Si", "F", "O", "O", "O", "O", "N", "N", "N", "N", "C", "C", "C", "C", "C", "C", "C", "C", "C", "C", "C", "C", "C", "C", "C", "C", "C", "C", "C", "C", "C", "C", "C", "C", "C", "C", "C", "C", "H", "H", "H", "H", "H", "H", "H", "H", "H", "H", "H", "H", "H", "H", "H", "H", "H", "H", "H", "H", "H", "H", "H", "H", "H", "H", "H", "H", "H", "H", "H", "H", "H", "H", "H", "H", "H", "H", "H", "H", "H", "H", "H", "H", "H", "H", "H", "H", "H", "H", "H", "H", "H", "H", "H", "H", "H", "H", "H", "H", "H", "H", "H", "H", "H", "H", "H", "H"], "positions_angstrom": [[-3.688, 0.997, 2.834], [-5.184, 2.617, 2.617], [-6.386, 2.622, 3.840], [-4.602, 4.554, 0.104], [-7.308, 5.362, -0.669], [-4.330, -0.043, 3.814], [-6.014, 6.081, 1.203], [6.019, -4.481, -1.933], [0.221, -7.401, 2.332], [-1.397, 8.063, -1.075], [0.613, 0.518, 1.004], [-0.525, 7.053, -1.662], [1.552, 1.612, 0.785], [-1.687, 9.477, -3.187], [5.711, -3.155, -2.453], [5.552, -5.788, -4.081], [-4.411, 4.384, 2.523], [5.512, -2.107, -1.364], [1.992, -0.747, 2.747], [-5.030, 5.047, 1.183], [0.540, -7.140, -0.191], [-1.365, 9.383, -1.695], [0.484, -0.449, -0.081], [-2.728, 7.559, -0.744], [5.058, -5.040, -0.989], [0.691, -0.055, 2.346], [0.362, -6.059, 2.894], [1.748, -1.170, -0.545], [-1.159, -7.868, 2.285], [1.035, -7.672, 1.153], [1.265, 2.420, -0.477], [-0.276, -4.900, 2.130], [-3.615, 7.088, -1.894], [0.942, 7.468, -1.712], [6.508, -5.406, -2.953], [-8.579, 5.691, 1.403], [3.607, -5.177, -1.448], [-7.224, 5.677, 0.528], [-1.289, -9.362, 2.008], [0.233, 2.778, -0.490], [-1.312, -5.104, 1.852], [-3.417, 0.291, 1.599], [-3.273, 4.359, 2.337], [-9.347, 6.367, 0.872], [0.052, 0.065, -0.947], [-2.032, 10.059, -1.148], [4.826, -3.167, -3.104], [2.964, -5.355, -0.581], [-0.140, -0.754, 2.490], [2.592, -0.491, -0.683], [1.154, -8.758, 1.062], [1.424, -5.840, 3.045], [6.106, -6.304, -4.871], [5.413, -6.018, -0.644], [1.090, -7.626, -1.003], [2.100, -1.717, 2.258], [-0.968, -9.616, 0.994], [6.367, -2.074, -0.686], [1.443, 1.833, -1.383], [-0.271, -1.198, 0.186], [-1.165, 8.721, -3.776], [7.404, -4.964, -3.406], [-8.398, 6.057, 2.481], [3.474, -6.026, -2.120], [-3.094, 6.409, -2.571], [-5.888, 2.346, 1.345], [-2.405, 1.458, 3.328], [1.554, 6.627, -2.049], [4.608, -2.299, -0.779], [5.068, -4.420, -0.086], [-1.377, 10.455, -3.567], [0.712, -6.068, -0.290], [-4.593, 5.019, 3.453], [-4.478, 6.549, -1.493], [2.591, 1.259, 0.755], [6.866, -6.322, -2.469], [2.872, -0.140, 2.526], [1.989, -0.935, 3.825], [1.484, 2.308, 1.629], [-2.334, -9.667, 2.104], [-0.576, 6.145, -1.050], [5.402, -1.118, -1.817], [-4.008, 7.928, -2.470], [-8.958, 4.602, 1.424], [2.055, -7.306, 1.322], [-3.269, 8.318, -0.168], [-2.605, 6.718, -0.049], [0.503, 0.751, 3.067], [-2.757, 9.389, -3.376], [-1.627, -7.684, 3.258], [6.548, -2.815, -3.073], [5.076, -4.916, -4.536], [4.777, -6.475, -3.739], [1.561, -1.654, -1.508], [1.301, 7.772, -0.727], [-0.851, 6.769, -2.671], [-0.700, -9.947, 2.717], [3.238, -4.278, -1.945], [0.288, -4.651, 1.230], [-0.521, -7.339, -0.356], [1.925, 3.290, -0.518], [-0.279, -4.005, 2.760], [2.044, -1.956, 0.151], [-0.368, 9.809, -1.539], [1.107, 8.291, -2.414], [-1.752, -7.314, 1.544], [-0.065, -6.072, 3.904]], "forces_ev_per_angstrom": [[-0.4011, -4.1408, 2.8740], [-2.2128, 1.5256, 0.9527], [2.3773, -0.1041, -1.9774], [-2.0011, 2.1969, 4.1026], [1.1430, 1.1767, 4.4275], [1.1914, 2.3439, -1.8927], [-0.0946, -2.3842, 0.1279], [0.2689, -0.2666, -0.0478], [0.2366, 0.2177, 0.2452], [-0.2106, 0.0266, 0.3378], [-0.3162, -0.0769, 0.3137], [0.1130, 0.1571, 0.0155], [-0.0855, 0.0256, -0.1720], [-0.1457, 0.1927, -0.1666], [-0.0042, 0.0374, 0.1778], [-0.0687, -0.2250, -0.1386], [-0.1655, 1.8746, -0.4430], [-0.1700, -0.0491, 0.0402], [0.0709, -0.2247, 0.1498], [2.3583, -2.1985, -3.1893], [0.1077, 0.1001, -0.2288], [0.3656, 0.0904, 0.0090], [-0.1083, 0.1821, -0.3299], [0.0480, -0.1586, 0.1034], [-0.0183, 0.2539, 0.2820], [-0.0641, 0.2039, 0.0979], [-0.0896, -0.0967, 0.2320], [0.0605, -0.2588, -0.0853], [0.0829, -0.1614, -0.0421], [-0.0323, -0.3812, -0.0467], [0.0793, -0.1319, -0.0886], [0.0666, 0.2701, -0.0704], [-0.3262, 0.0381, -0.0345], [-0.0365, 0.0953, -0.1366], [0.2095, 0.1446, -0.0381], [0.8626, 0.1483, 0.2878], [-0.1871, -0.1839, 0.0454], [-2.3133, -0.5818, -3.0785], [0.0329, 0.0308, -0.1723], [0.0112, -0.0736, 0.0081], [0.0620, -0.0149, -0.0046], [0.0883, 1.1006, 0.2854], [-1.8362, -0.0916, 0.1988], [1.3267, -1.1868, 0.8027], [0.0822, 0.0856, 0.1059], [-0.0495, -0.2761, 0.0648], [-0.0617, 0.1041, -0.0649], [0.0525, 0.0195, -0.0350], [0.0242, 0.0068, -0.2094], [-0.0346, 0.0028, 0.0344], [-0.1197, 0.0580, 0.0759], [-0.0110, -0.1619, -0.1411], [-0.0145, 0.0386, 0.0353], [0.1375, 0.0871, -0.2343], [-0.0285, 0.0252, 0.0506], [0.0667, 0.0879, -0.0130], [-0.0039, -0.0241, 0.0981], [-0.0331, -0.0765, -0.0245], [-0.0603, 0.0713, 0.0502], [0.0866, 0.1405, 0.2318], [-0.0184, -0.0063, 0.0502], [-0.0994, 0.1248, 0.0949], [-0.2778, -0.5885, -1.7873], [-0.0532, 0.1147, -0.0476], [-0.0051, 0.0462, 0.0371], [-0.0190, -0.0353, 0.2523], [-0.5779, 0.0677, -0.6802], [-0.0689, 0.0479, 0.0036], [0.0923, 0.0378, -0.0013], [0.0436, 0.0612, -0.1307], [0.0014, -0.0598, 0.0324], [-0.1469, -0.0392, -0.0290], [0.0919, -0.9220, -1.1946], [0.0814, -0.0116, -0.0463], [0.1008, 0.0672, -0.0141], [-0.1316, 0.1040, 0.1387], [-0.0551, -0.0269, -0.0290], [-0.0048, 0.0247, -0.0488], [-0.0553, -0.2568, 0.1210], [0.0698, 0.0543, -0.0159], [-0.2680, 0.1086, 0.0260], [-0.0101, -0.0811, 0.0034], [0.0970, -0.0624, -0.0425], [0.5664, 1.7793, -0.0866], [-0.1727, 0.1075, 0.1911], [0.1621, 0.1136, -0.0994], [0.1610, 0.0057, -0.0913], [0.0560, 0.0770, -0.1504], [0.0823, -0.0991, -0.0604], [0.1949, 0.2147, -0.0297], [0.0027, -0.2885, -0.0304], [0.0090, -0.0315, 0.0559], [-0.0200, 0.1077, -0.0470], [0.0053, 0.0397, 0.0467], [-0.0701, 0.0325, -0.0299], [0.0535, -0.0947, -0.0753], [0.0308, 0.0677, -0.0394], [0.0435, -0.0104, -0.0015], [-0.1027, -0.0349, -0.0150], [0.0220, 0.0065, 0.0540], [-0.0276, -0.0789, 0.0207], [-0.0142, -0.0439, -0.0029], [0.0973, 0.0812, -0.0160], [-0.0156, -0.1519, 0.0004], [0.0232, -0.0454, 0.0904], [-0.1266, -0.0149, -0.0303], [-0.0553, -0.1386, -0.1042]], "charge": 0, "homo_lumo_gap_ev": 7.657, "smiles": "CC(=O)OC(=O)C[Si@H](F)[PH2]=O.CCN(CC)CC.CCN(CC)CC.CCN(CC)CC.CCN(CC)CC", "fmax_ha_per_bohr": 0.0985, "total_energy_ev": -64171.7391}

(4)
{"formula": "C3H3N2O2", "method": "ωB97M-V/def2-TZVPD", "symbols": ["O", "O", "N", "N", "C", "C", "C", "H", "H", "H"], "positions_angstrom": [[-0.665, 3.180, -0.346], [-1.870, 1.760, 2.047], [-0.658, 0.048, 1.037], [0.140, 0.993, -0.729], [0.069, -0.152, -0.062], [-1.146, 1.331, 1.183], [-0.557, 2.073, 0.025], [0.603, -1.041, -0.140], [-0.659, -0.697, 1.761], [0.257, 1.242, -1.682]], "forces_ev_per_angstrom": [[0.1490, -0.0214, 0.0999], [1.2639, -0.9263, -1.4021], [0.7797, -3.2647, 1.0204], [-0.6782, 0.4851, 0.8089], [-1.0405, 3.4276, 0.9143], [-1.7569, 1.8518, 2.4314], [0.0143, -0.4718, -1.2503], [0.7313, -1.5022, -1.0451], [-0.4331, 0.9671, -0.4291], [0.9704, -0.5453, -1.1483]], "e_above_lowest_kcal_mol": 0.0, "charge": 1, "homo_lumo_gap_ev": 9.024, "smiles": "O=C1NC=[NH+]C1=O", "fmax_ha_per_bohr": 0.0719, "total_energy_ev": -10226.6218}

(5)
{"formula": "C2H8N2O", "method": "ωB97M-V/def2-TZVPD", "symbols": ["O", "N", "N", "C", "C", "H", "H", "H", "H", "H", "H", "H", "H"], "positions_angstrom": [[-2.037, -0.742, 0.089], [1.037, 0.327, -1.241], [-0.720, -0.842, -0.648], [-0.053, 0.373, -0.259], [0.479, 0.332, 1.166], [-2.078, -1.606, 0.539], [1.132, 1.190, 1.361], [1.636, 1.141, -1.134], [1.056, -0.580, 1.358], [-0.344, 0.359, 1.887], [-1.041, -0.711, -1.610], [-0.666, 1.263, -0.433], [1.599, -0.504, -1.076]], "forces_ev_per_angstrom": [[1.1001, -1.0986, -0.3888], [0.3429, 0.8932, -0.1625], [-2.8138, 0.0792, 1.2333], [1.7981, -0.3821, -0.5822], [-0.5003, -0.0501, 0.4147], [-0.0162, 0.5697, -0.2855], [-0.1561, -0.0611, -0.1199], [-0.0124, -0.1846, -0.1078], [-0.0914, 0.0698, -0.2309], [0.1046, 0.0409, -0.0362], [0.2930, -0.0360, 0.1985], [0.0109, -0.0097, 0.0073], [-0.0593, 0.1695, 0.0598]], "e_above_lowest_kcal_mol": 59.6, "charge": 0, "homo_lumo_gap_ev": 10.730, "smiles": "C[C@@H](N)NO", "fmax_ha_per_bohr": 0.0598, "total_energy_ev": -7229.7420}

(6)
{"formula": "C5H8O2", "method": "ωB97M-V/def2-TZVPD", "symbols": ["O", "O", "C", "C", "C", "C", "C", "H", "H", "H", "H", "H", "H", "H", "H"], "positions_angstrom": [[-1.714, 0.889, 0.729], [3.074, 0.366, 0.237], [0.889, 0.157, -1.045], [1.898, 0.145, 0.120], [0.793, -0.248, 1.094], [-0.078, -0.620, -0.145], [-1.506, -0.096, -0.259], [1.152, -0.231, -2.032], [-2.229, -0.916, -0.193], [-2.661, 1.047, 0.803], [0.569, 1.202, -1.118], [-0.026, -1.694, -0.353], [1.041, -0.995, 1.853], [0.403, 0.648, 1.589], [-1.604, 0.347, -1.280]], "forces_ev_per_angstrom": [[-0.3565, 0.1236, 0.1517], [-0.7254, -0.2689, -0.1585], [0.9008, 0.1623, 0.0583], [0.4101, 0.2547, -0.0734], [0.0041, -0.0557, 0.1679], [-0.0610, -0.0059, -0.0833], [0.0503, -0.3066, -0.6124], [0.0876, 0.0745, 0.1749], [-0.0310, 0.1125, 0.2164], [0.0809, 0.1075, -0.0005], [-0.0956, -0.0611, -0.1905], [-0.0799, 0.2067, 0.0363], [-0.1150, 0.0204, -0.1881], [0.0542, -0.1257, -0.0523], [-0.1236, -0.2383, 0.5532]], "e_above_lowest_kcal_mol": 31.8, "charge": 0, "homo_lumo_gap_ev": 10.022, "smiles": "O=C1CC(CO)C1", "fmax_ha_per_bohr": 0.0178, "total_energy_ev": -9408.4525}